(1)
Computed, not measured: a gas-phase ion, C5H5O2S (charge -1) at a distorted geometry, with the ωB97M-V functional and the def2-TZVPD basis.

```
13
Properties=species:S:1:pos:R:3:nbo_charge:R:1
C 1.47698 -0.87523 -0.35944 -0.689
C -0.03098 -1.27480 -0.12788 0.592
C 2.12641 0.22996 -0.00078 0.759
C -0.90223 -0.39678 0.79011 -0.523
C -1.52491 0.63155 -0.04905 -0.746
O -0.45146 -2.11419 -0.90818 -0.628
O 2.74102 1.12431 0.39285 -0.478
S -0.41797 1.88893 -0.61740 -0.143
H 1.90225 -1.46860 -1.10930 0.254
H -1.56227 -1.08809 1.27322 0.195
H -0.36672 0.09417 1.57725 0.196
H -1.99370 0.11160 -0.84787 0.160
H -0.99642 3.13716 -0.01355 0.050
```

Output
Highest occupied orbital energy   -2.0 eV
ΔE to the lowest compared entry with this formula, charge and spin   274.7 kJ/mol
Orbital gap   5.608 eV
Total charge   -1
M   129.2 g mol⁻¹

(2)
Computed, not measured: a molecular structure, C5H12NO at a distorted geometry, with the ωB97M-V functional and the def2-TZVPD basis.

```
19
Properties=species:S:1:pos:R:3:nbo_charge:R:1
C -3.74109 -1.07728 -0.91340 -0.392
N -3.23580 -0.33246 0.20774 -1.159
C 1.10506 0.77767 0.05088 -0.124
C 2.31103 0.37437 0.59540 -0.117
C 3.38777 0.00641 -0.44896 -0.042
O 2.88387 -0.89673 -1.28036 -0.896
C -0.05705 1.08489 0.97707 -0.681
H -4.84506 -1.30666 -0.93935 0.081
H -3.59301 -0.56270 -1.87476 0.130
H -3.29579 -2.08595 -1.08352 0.112
H -3.00392 -1.05333 0.89755 0.268
H 1.07293 1.00746 -1.00218 0.275
H 1.39030 -0.46019 0.20868 0.377
H 2.58980 0.47626 1.64124 0.230
H 4.32157 -0.26844 0.09438 0.097
H 3.65710 1.01974 -0.87516 0.091
H 0.10003 2.01740 1.51672 0.216
H -1.02995 0.98173 0.49182 0.316
H -0.01779 0.29780 1.73622 0.217
```

Output
Highest occupied orbital energy   -1.4 eV
ΔE to the lowest compared entry with this formula, charge and spin   574.7 kJ/mol
Orbital gap   3.777 eV
Total charge   -1
M   102.2 g mol⁻¹

(3)
Computed, not measured: a molecular structure, C35H30F3N5O2PdS3Te at a distorted geometry, with the ωB97M-V functional and the def2-TZVPD basis.

```
80
Properties=species:S:1:pos:R:3:mulliken_charge:R:1
Pd 1.01967 0.46904 -0.25023 0.226
S 0.98162 7.55873 -1.87996 -0.200
C 2.02268 7.85817 -3.20101 -0.350
C 2.63499 6.72140 -3.62265 -0.609
C 2.25044 5.58433 -2.85913 -0.345
C 1.35552 5.87425 -1.87220 0.185
C 0.74823 4.94966 -0.90104 0.694
C 0.88918 3.56238 -1.08612 -0.801
N 0.39579 2.66805 -0.26938 0.588
C -0.28607 3.06751 0.82977 -0.489
C -0.50853 4.42296 1.09076 0.853
C -1.25919 4.81557 2.25520 -1.093
C -1.74399 3.89440 3.10918 -1.013
C -1.50902 2.49259 2.88618 0.947
C -1.94819 1.50063 3.77644 -0.690
C -1.65553 0.17818 3.54481 0.724
C -0.93310 -0.11601 2.36793 -0.657
N -0.53330 0.78999 1.51493 0.720
C -0.79146 2.08172 1.76000 -0.510
C -2.05194 -0.91241 4.45264 0.321
C -1.58921 -2.19597 4.47596 -0.408
C -2.17796 -2.98781 5.50205 -0.616
C -3.07907 -2.28954 6.24138 -0.377
S -3.22030 -0.67600 5.69842 -0.195
C 0.03048 5.36007 0.19637 -0.500
H 2.12534 8.86027 -3.58992 0.431
H 3.33864 6.69046 -4.44259 0.376
H 2.64860 4.59186 -3.02904 0.427
H 1.43291 3.17113 -1.93542 0.132
H -1.41794 5.87313 2.43264 0.429
H -2.30583 4.19148 3.98809 0.425
H -2.50354 1.79626 4.66147 0.437
H -0.68284 -1.14147 2.11868 -0.099
H -0.83143 -2.57003 3.79786 0.493
H -1.93245 -4.02581 5.68146 0.389
H -3.66753 -2.63106 7.08010 0.430
H -0.11519 6.41711 0.39497 0.439
C -4.92773 -0.19571 -1.93312 -1.050
C -3.94669 0.87333 -2.43078 -0.592
C -2.53170 0.38976 -2.41355 0.343
N -1.68022 0.67572 -1.50223 -0.676
N -0.46897 0.05115 -1.68482 0.435
C -0.40570 -0.69782 -2.76290 0.164
N 0.68754 -1.34924 -3.17820 -0.266
S -1.89941 -0.70146 -3.63022 -0.226
H -5.94069 0.20583 -1.89704 0.366
H -4.65159 -0.52612 -0.93164 0.287
H -4.93091 -1.06570 -2.59167 0.316
H -3.98481 1.75088 -1.78630 0.256
H -4.21416 1.18356 -3.44190 0.343
H 1.49433 -1.36224 -2.55648 -0.130
H 0.61566 -2.05852 -3.88474 0.263
F 5.53751 2.51882 0.57837 -0.274
C 5.05020 1.26735 0.41182 0.653
F 5.34548 0.56332 1.50771 -0.245
F 5.69080 0.71109 -0.61218 -0.233
C 3.51662 1.34003 0.14373 0.737
O 3.22749 1.55745 -1.02819 -0.544
O 2.70760 1.17151 1.11427 -0.594
C -0.12066 -7.53527 -1.31715 -1.499
C 0.43260 -6.15541 -1.06400 0.670
C -0.39434 -5.08191 -0.78668 -0.814
C 0.10718 -3.80483 -0.52807 0.993
C -0.89012 -2.73415 -0.15785 -0.967
C 1.49075 -3.59245 -0.56393 -0.113
Te 2.46222 -1.71607 -0.26598 0.257
C 2.35153 -4.67448 -0.83144 1.061
C 3.85229 -4.50699 -0.86622 -1.890
C 1.80609 -5.92910 -1.07428 -0.915
H -1.20832 -7.52061 -1.38569 0.345
H 0.15682 -8.21787 -0.51114 0.320
H 0.27402 -7.95252 -2.24549 0.353
H -1.47026 -5.23509 -0.75787 0.320
H -1.77965 -2.78636 -0.79173 0.483
H -0.47117 -1.73893 -0.22984 -0.605
H -1.22445 -2.87810 0.87549 0.502
H 4.16142 -3.89358 -1.71685 0.368
H 4.34467 -5.47582 -0.94481 0.382
H 4.22059 -4.00900 0.03324 0.372
H 2.47765 -6.75964 -1.27824 0.333
```

Output
Highest occupied orbital energy (spin up / spin down)   -6.8 / -6.9 eV
ΔE to the lowest compared entry with this formula, charge and spin   103.9 kJ/mol
Orbital gap (spin up / spin down)   6.268 / 6.300 eV
Total charge   0
M   939.9 g mol⁻¹